1.
Computed, not measured: C30H31BrHgN5O4S as an isolated structure, with the ωB97M-V functional and the def2-TZVPD basis.

Summary:
**Expectation value of S²**: 0.77
**Lowest unoccupied orbital energy (spin up / spin down)**: -0.0172 / -0.0171 hartree
**HOMO level (spin up / spin down)**: -0.180 / -0.249 Eh
**Max |F|**: 0.01047 Eh/bohr
**Calculated total energy**: -4862.0592 Eh
**Multiplicity**: 2

Geometry as XYZ:
```
73
Properties=species:S:1:pos:R:3:mulliken_charge:R:1
C 1.84359 -1.46724 -2.72941 -0.66
H 3.14338 0.23134 -0.25045 -0.03
C 2.61638 2.91700 0.61810 0.71
H -4.88919 2.88548 -0.92890 0.38
H 2.53766 3.37842 -4.25834 0.46
C 1.23374 -3.67575 3.43323 -0.33
H 1.66605 -2.27420 1.19641 -0.03
H 2.74695 3.98606 -1.23706 0.47
C 0.55724 -1.24511 -3.50260 -0.70
C 0.31693 2.65767 1.63172 0.20
N 0.85988 -0.81059 2.43382 -0.69
C 3.38057 2.22386 1.57352 -0.29
C 1.19629 3.20749 0.74095 -1.04
H 4.01643 -0.29737 -1.71596 0.33
H -0.28799 -3.10002 -1.60066 0.19
H 0.55076 -0.23002 -3.90384 0.11
C 0.68046 -2.02944 1.62611 0.59
C 1.15226 2.47917 -2.91682 -0.30
C -0.93943 -2.71020 -2.38306 -0.76
H 1.67532 -5.04306 5.02622 0.39
S -5.15522 1.10571 0.72175 -0.17
H 3.34290 -1.50479 -0.58370 0.31
N -2.74257 0.56188 0.14444 0.15
C -0.41342 -5.02735 4.51496 -0.36
H -1.57033 -2.48165 1.28708 0.37
H -1.46286 4.90325 -4.58526 0.45
H -3.64960 -0.63662 1.60097 0.46
C 0.27158 -3.11891 2.59963 -0.10
H 1.86802 -2.46587 -2.27427 0.38
C -2.08172 2.15539 -1.53447 0.37
H -0.17220 1.30273 3.25455 0.49
H -0.68664 -5.76832 5.25500 0.37
O 1.95304 -0.47686 -1.72931 0.20
H 2.90882 1.84849 2.46602 0.40
C 4.73961 2.02701 1.39337 -0.55
C -3.72399 0.18235 0.90226 -0.44
C -0.18237 2.48529 -2.52111 -0.50
H 2.68945 -1.39617 -3.42690 0.42
C 3.30204 3.41369 -0.50307 -0.31
N -2.30582 3.11784 -2.46429 -0.05
C 0.31372 1.41645 2.28584 -1.11
C 0.57456 4.20828 -4.52563 -0.69
Br -1.33514 3.69155 1.91983 -0.25
C 4.65404 3.19389 -0.68980 -0.60
O -0.24120 -1.92587 0.58274 -1.04
N -0.82952 1.75721 -1.53328 0.42
Hg -0.26316 0.01939 -0.30334 2.56
C -1.06004 -3.52958 2.74186 0.38
N 0.83781 0.35225 1.67776 0.35
H 2.25992 -3.34403 3.32331 0.41
C 1.50899 3.34785 -3.92685 -1.15
C -4.38197 2.06274 -0.45915 -0.50
H 0.51506 -1.95176 -4.34166 0.49
H 5.29862 1.49641 2.15320 0.41
H -0.89148 -3.34478 -3.27378 0.38
H 5.14447 3.59088 -1.57047 0.39
H -3.17919 3.58491 -2.63048 0.25
H -1.95943 -2.70474 -2.00303 0.22
C -1.39035 -4.48672 3.69896 -0.58
O -0.61387 -1.36437 -2.71683 -0.21
C 0.90933 -4.62398 4.38914 -0.82
H 0.90116 4.87396 -5.31236 0.42
C -1.10372 3.35352 -3.11354 0.67
H 0.83050 3.99987 0.09955 0.39
H -2.42542 -4.78814 3.78423 0.43
C 3.18883 -0.51833 -1.03434 -0.75
H 1.86443 1.82260 -2.43910 1.00
C -0.74808 4.23184 -4.13106 -1.16
C 5.38786 2.48871 0.25587 -0.58
C -3.10112 1.62424 -0.63641 -0.60
H 6.44719 2.31998 0.11749 0.39
O -2.05565 -3.00586 1.98663 -0.75
H 0.17054 -0.78004 3.18617 0.36
```

---

2.
Computed, not measured: C30H31CoN6O6S2 as an isolated structure, with the ωB97M-V functional and the def2-TZVPD basis.

Summary:
**Lowest unoccupied orbital energy**: -0.0307 hartree
**HOMO level**: -0.298 Eh
**Max |F|**: 0.00480 Eh/bohr
**Calculated total energy**: -4121.0075 Eh

Geometry as XYZ:
```
76
Properties=species:S:1:pos:R:3:mulliken_charge:R:1
C 4.77976 -2.48312 1.22775 0.35
N -1.19748 3.10459 -1.95760 1.03
C 2.39607 1.55547 -4.61533 -0.89
N 1.21824 -0.40457 -0.08589 0.47
H -4.66704 4.20772 -3.48245 0.29
C -1.56918 2.43724 2.12498 0.77
N 0.71237 1.53417 1.92947 0.30
C -1.90406 2.01222 -2.19631 0.72
H 4.38649 -1.05507 -0.99054 0.47
O 0.99814 2.58658 -0.19911 -1.14
N -1.03044 -0.44369 1.21794 0.98
H 0.15399 5.40039 -2.48486 0.27
H 7.50508 0.38839 2.04942 0.34
C 3.18579 2.22933 1.14779 0.16
C 3.45180 -1.10483 -0.45395 -0.89
C 1.18398 -1.25119 0.97247 1.01
C -1.70878 4.47448 -1.91798 -0.70
H -5.29451 2.77102 -4.28906 0.32
S 1.50372 2.71945 1.20955 1.44
H -0.35377 2.95801 -1.40996 -0.48
C 7.18976 0.71953 1.06173 -1.51
C 1.42787 1.78878 -3.65390 -0.08
H 5.54937 0.99220 3.20852 0.31
C -2.29895 -0.48710 1.62659 -0.02
O -2.50937 2.94734 2.68924 -0.72
H 2.25275 -2.61161 2.27409 0.57
H 2.37705 2.08706 -5.55668 0.46
C 2.27247 -1.97299 1.40146 -1.07
C -1.82648 -2.43486 2.91235 -0.54
H -2.93952 0.30527 1.26414 0.56
C 3.34494 -0.03045 -3.10812 -0.94
H 7.90333 1.46143 0.69786 0.39
C 5.18723 1.74929 -0.06097 -0.71
N 1.39623 1.17797 -2.47470 0.50
C 3.46728 -1.84005 0.71192 -0.66
H -0.95007 5.16962 -3.84188 0.27
O 5.78951 -2.14163 0.58524 -0.71
H -2.96256 2.19752 -5.05293 0.44
H -1.65475 4.79081 -0.87379 0.34
H 3.40159 2.54575 -0.96127 0.57
C 5.80269 1.28814 1.10200 1.01
C 3.37135 0.61483 -4.33024 -0.72
C 3.88225 2.21200 -0.05135 -0.39
H -4.57629 4.06699 -5.24525 0.38
O 4.62891 -3.21595 2.21456 -0.75
H 0.02820 2.79378 3.51191 0.41
H -2.34249 3.59678 -4.20784 0.02
H -1.25568 6.44469 -2.65756 0.43
H -0.58439 1.14153 3.51710 0.33
C 5.08620 1.34655 2.29663 -1.01
H 0.20251 -3.13475 2.76772 0.49
H 7.20382 -0.15535 0.41162 0.31
H -3.50909 1.18543 -2.98381 0.38
N -3.01269 2.06396 -2.97022 -0.15
H -2.13833 -3.21963 3.58849 0.45
O -1.52929 2.18877 0.83507 -0.94
Co -0.19721 0.99296 0.28284 0.43
O 1.36974 4.00590 1.82256 -0.75
C -4.49816 3.51607 -4.30795 -1.24
C -0.89536 5.42367 -2.78221 -1.14
C 2.31721 -0.40967 -0.86225 1.65
H 3.22940 1.82598 3.25842 0.43
H 4.08424 -0.78550 -2.89345 0.54
C -2.73590 -1.48021 2.47964 -1.09
H -3.76685 -1.49281 2.80084 0.45
C -0.51723 -2.38855 2.46627 -0.89
S -1.48811 0.49724 -1.53533 -0.79
H 4.14209 0.37627 -5.05132 0.44
H 0.63282 2.50523 -3.83617 0.17
C 3.78562 1.81554 2.32954 -0.67
C 2.34343 0.29099 -2.18651 -0.21
C -0.14324 -1.37043 1.60276 0.44
C -3.13581 2.85525 -4.19669 -0.29
H 5.73115 1.71795 -0.99834 0.41
H -2.76228 4.46490 -2.18874 0.49
C -0.31958 1.98284 2.87398 -0.94
```

---

3.
Computed, not measured: a 3-piece molecular cluster, C30H31F16N2O2S2 overall in a non-equilibrium geometry, with the ωB97M-V functional and the def2-TZVPD basis.

Summary:
**Lowest unoccupied orbital energy**: -0.1535 hartree
**Total charge**: +1
**HOMO level**: -0.377 Eh
**Max |F|**: 0.10459 Eh/bohr
**Calculated total energy**: -3815.3366 Eh

Geometry as XYZ:
```
83
Properties=species:S:1:pos:R:3:mulliken_charge:R:1
H -6.82100 -2.62610 0.86543 0.34
C 2.25846 -2.87174 2.33709 -0.20
F 0.74202 5.47800 -0.57640 -0.26
C 3.34619 -0.12117 0.55749 -0.73
F -4.97901 2.93420 -3.14796 -0.19
H 0.87063 4.46111 -2.28330 0.23
O -5.78635 1.70859 -0.71022 -0.41
F 4.90334 8.44292 -2.40060 -0.27
C 2.36380 0.14704 -0.67895 -0.19
C -3.73667 -3.75899 2.65559 0.18
C -3.15859 -2.57208 0.34887 -0.28
H -6.88263 2.38993 -3.19109 0.24
H 4.09523 -2.71240 3.75786 0.40
F 2.33702 3.11320 -0.65600 -0.26
H -4.55351 0.78171 0.56945 0.47
H -1.58774 -8.56303 2.00813 0.30
F -7.62028 2.93940 -0.78673 -0.29
H -4.64835 2.48057 0.88344 0.35
H 3.29479 -1.09002 3.38439 0.28
H 5.39348 4.59289 -1.22436 0.33
H 1.65054 -2.19490 1.62170 -0.01
C -5.26600 -3.52098 2.41226 -0.75
H 2.57066 1.04894 -1.34249 0.06
C -5.72358 -2.80742 1.11985 -0.43
F -3.38343 1.25682 -1.90525 -0.28
C 4.91063 4.67122 -2.20249 -0.68
C -4.66444 -2.32904 0.08428 -0.59
F 3.74698 7.22273 -1.04181 -0.20
C -6.23374 3.10861 -2.68171 0.20
F -6.61514 4.35722 -3.04814 -0.26
C 3.60055 -2.19394 -0.63143 0.05
C 1.49466 5.08317 -1.63420 0.30
C -2.65409 -3.30327 1.65098 -0.21
H 5.40247 -1.13124 1.97376 0.31
F 3.40159 4.92707 -0.17535 -0.28
F -1.54570 3.26338 -1.61194 -0.25
N -1.19603 -3.51862 1.77403 0.51
H 5.72945 7.23355 -1.06707 0.28
C -6.31944 2.93856 -1.16012 0.78
H 0.64527 -8.93950 0.53221 0.33
C -1.53332 -6.19048 2.01283 -0.20
F 6.19150 6.21627 -3.39831 -0.32
C -2.68093 3.28545 -0.86400 0.07
H -2.35696 -2.22398 -0.40330 0.30
C 4.98105 6.10403 -2.77404 0.82
F -2.32068 1.13688 -0.01764 -0.32
F 1.81535 6.19868 -2.31734 -0.22
H -2.42509 3.72004 0.10659 0.27
H 1.32574 0.19965 -0.19520 0.26
C 4.59940 -1.91573 1.72816 -0.71
H 1.72046 -1.72307 -1.57101 0.22
F -5.74347 3.94645 -0.47825 -0.28
S 1.06750 -3.53812 3.59708 -0.12
C 4.88500 7.24738 -1.76232 0.09
H -4.98915 -1.81422 -0.87582 0.43
O 3.62972 4.00923 -2.21283 -0.37
H 3.09128 0.28285 1.59546 0.29
C -4.57674 1.75456 0.06863 -0.83
H -3.43842 -4.29379 3.62693 0.40
H 2.97906 -1.07687 -2.64487 0.46
C 2.73122 4.31042 -1.16515 0.66
H -6.07770 -3.86563 3.14304 0.31
H 4.30360 0.48344 0.30100 0.45
N 3.87739 -1.52843 0.47929 0.24
C -3.24726 1.87345 -0.70692 0.96
C 3.53614 -2.12433 2.95363 -0.52
C 0.27539 -7.88509 0.80620 -0.50
F 4.05357 6.22802 -3.75144 -0.27
C -1.01124 -7.63128 1.65959 -0.53
C -0.79388 -4.92093 1.53376 0.30
H 5.52536 4.05382 -2.86388 0.42
H 1.14470 -4.29495 0.27444 0.33
H 1.98124 -6.78015 -0.28514 0.26
F -3.52316 4.12534 -1.49076 -0.22
C -0.62151 -2.94692 3.00363 0.10
C 2.74617 -1.17945 -1.53209 -0.59
C 0.50598 -5.16082 0.67479 -0.08
C 1.03763 -6.59131 0.33926 -0.57
H 3.91176 -3.27745 -0.82263 0.37
H 2.66919 -3.78888 1.75857 0.29
H 5.17816 -2.88586 1.49308 0.35
S -1.33258 -1.75190 3.95182 -0.14
H -2.47346 -6.11273 2.64597 0.19
```